Entry from the OMol25 dataset: a structure of composition C11H19NPdSi (ωB97M-V/def2-TZVPD).

Structure (XYZ):
```
33
Properties=species:S:1:pos:R:3:forces:R:3
C -1.951077 1.737017 -1.337304 -0.012 0.126 -0.747
C -1.376266 1.228583 -2.547508 0.585 0.248 -0.851
C 0.035144 1.544818 -2.533304 -1.319 -0.279 -0.258
C 0.264173 2.317073 -1.332346 0.538 0.516 0.169
C -0.933724 2.430446 -0.630218 0.184 0.765 0.596
Pd -0.334425 -0.234125 -1.256003 0.771 0.730 -0.736
C -1.422911 -2.097812 -0.927118 0.331 -0.931 -0.641
C -1.944911 -1.066331 -0.107684 2.751 -0.206 0.042
C -3.191019 -0.629878 0.297819 -1.318 -0.185 0.804
N -0.499361 -0.575307 0.817648 -2.070 1.409 1.882
H 0.739640 1.305183 -3.322760 -0.142 0.345 0.123
H -1.903290 0.727232 -3.365525 0.191 0.316 0.431
H 1.232999 2.783966 -1.070577 -0.863 -0.440 -0.121
H -1.100277 3.008945 0.294202 0.231 -0.480 -0.595
H -3.005159 1.661061 -1.060447 0.524 0.026 -0.151
H -1.908026 -2.300042 -1.890598 -0.080 -0.342 0.681
H -1.046384 0.190555 1.282967 1.228 -0.428 -0.436
H -0.839935 -2.874418 -0.417573 -0.197 0.085 -0.588
H -3.973014 -1.388715 0.315028 -0.290 0.306 0.445
H -3.404244 0.399107 0.574026 -0.107 -0.149 -0.043
C 2.558914 0.393128 0.117991 0.271 0.338 -0.471
Si 1.272477 -0.504938 1.187251 0.490 -1.592 0.731
C 1.668667 -2.354805 1.103522 0.077 0.972 -0.100
C 1.729825 0.090616 2.946643 -0.635 0.147 -0.439
H 2.460603 0.198144 -0.963462 -0.014 0.038 0.308
H 3.574965 0.025837 0.402349 -0.766 0.003 0.030
H 2.595572 1.490875 0.244414 -0.195 -0.491 0.044
H 2.642482 -2.573345 1.524251 0.247 -0.127 0.048
H 0.903978 -2.878149 1.655684 -0.217 -0.306 0.189
H 1.642985 -2.667783 0.066983 0.017 -0.256 -0.248
H 2.765184 -0.178737 3.176253 -0.051 -0.055 -0.254
H 1.646256 1.175918 3.061144 -0.045 -0.080 0.005
H 1.100157 -0.384118 3.694254 -0.116 -0.023 0.150
```
Forces are in eV/Å.

energy above the lowest of the compared OMol25 structures with the same formula, charge and spin = 0.9 kcal per mole
largest force on an atom = 0.0609 Eh/bohr
HOMO-LUMO gap (alpha / beta) = 5.31 / 6.27 eV
net charge = 0
spin multiplicity = 5
E_LUMO (alpha / beta) = 0.72 / -1.66 eV
highest occupied orbital energy (alpha / beta) = -4.5915 / -7.9324 eV
M = 299.79 g/mol
expectation value of S² = 6.021

Results of the natural (NBO) charge analysis, in e, for atoms 1 through 8: C -0.20; C -0.38; C -0.36; C -0.25; C -0.32; Pd 0.77; C -0.68; C -0.06

Entry from the OMol25 dataset: a cluster of 2 separate species, C5H14NO in total (ωB97M-V/def2-TZVPD).

Structure (XYZ):
```
21
Properties=species:S:1:pos:R:3:forces:R:3
O 1.227749 -0.561261 -0.655728 -2.910 -3.017 2.579
C 1.857534 0.280454 -1.328701 1.410 3.654 -1.656
C 2.747483 -0.012608 -2.502348 0.016 0.267 0.807
H 1.839671 1.338676 -0.993537 0.155 0.026 -0.124
H 2.812625 -1.111710 -2.549659 0.246 0.395 -0.463
H 3.731441 0.458698 -2.282672 -0.154 -0.525 -0.422
H 2.373297 0.460407 -3.427666 0.152 -0.505 -0.028
C -2.234750 -1.620336 0.866303 -0.330 -1.058 -0.500
C -2.108635 -0.138640 0.992450 -0.083 0.380 -0.453
N -0.672909 0.235641 1.149996 -0.989 0.223 0.130
C -0.571880 1.702497 1.286945 0.309 -0.085 0.591
H -1.995986 -2.054473 1.848955 -0.053 -0.357 -0.493
H -3.273183 -1.924183 0.561483 0.963 0.348 0.454
H -1.540696 -1.986974 0.058196 -0.543 0.220 0.944
H -2.422200 0.330955 0.053064 0.034 0.092 0.247
H -2.678549 0.307690 1.814574 0.068 -0.194 -0.095
H -0.179867 -0.078065 0.291489 1.670 -0.377 -1.084
H -0.219767 -0.280220 1.902880 0.001 0.118 0.016
H -1.329324 2.095121 0.614081 0.403 0.433 -0.046
H 0.442076 2.050104 1.102361 -0.116 -0.114 -0.441
H -0.809686 1.966369 2.314406 -0.247 0.078 0.036
```
Forces are in eV/Å.

energy above the lowest of the compared OMol25 structures with the same formula, charge and spin = 50.4 kcal per mole
largest force on an atom = 0.0957 Eh/bohr
HOMO-LUMO gap (alpha / beta) = 3.24 / 7.32 eV
net charge = 0
spin multiplicity = 2
E_LUMO (alpha / beta) = 0.25 / 0.22 eV
highest occupied orbital energy (alpha / beta) = -2.9916 / -7.1080 eV
M = 104.17 g/mol
expectation value of S² = 0.753

Results of the natural (NBO) charge analysis, in e, for atoms 1 through 8: O -0.86; C 0.04; C -0.69; H 0.03; H 0.21; H 0.19; H 0.19; C -0.64

Entry from the OMol25 dataset: the molecule C3H3N3O (ωB97M-V/def2-TZVPD).

Structure (XYZ):
```
10
Properties=species:S:1:pos:R:3:forces:R:3
O 1.730557 -0.508321 0.563181 0.387 0.052 -0.061
C 0.923520 -0.036913 -0.409695 -0.422 -0.010 0.130
C 0.410547 1.298046 -0.257067 -0.089 0.044 0.046
N -0.693127 1.192218 0.436321 -0.080 0.078 -0.242
N -1.349356 0.063340 0.651776 -0.581 0.265 -0.573
C -1.100860 -0.873781 -0.282391 -0.281 0.045 -0.007
N 0.077092 -0.919352 -0.875803 0.050 0.066 0.480
H 1.007669 -0.833698 1.158046 1.036 -0.422 0.048
H 0.829175 2.263597 -0.511651 0.002 -0.182 0.189
H -1.835213 -1.645136 -0.472713 -0.022 0.064 -0.011
```
Forces are in eV/Å.

energy above the lowest of the compared OMol25 structures with the same formula, charge and spin = 89.0 kcal per mole
largest force on an atom = 0.0218 Eh/bohr
HOMO-LUMO gap (alpha / beta) = 8.97 / 8.97 eV
net charge = 0
spin multiplicity = 1
SMILES = Oc1cnncn1
E_LUMO (alpha / beta) = -0.64 / -0.64 eV
highest occupied orbital energy (alpha / beta) = -9.6114 / -9.6110 eV
M = 97.08 g/mol

Results of the natural (NBO) charge analysis, in e, for atoms 1 through 8: O -0.65; C 0.57; C -0.09; N -0.14; N -0.35; C 0.20; N -0.46; H 0.49

Entry from the OMol25 dataset: a cluster of 2 separate species, C6H7NO2S in total (ωB97M-V/def2-TZVPD).

Structure (XYZ):
```
17
Properties=species:S:1:pos:R:3:forces:R:3
C -1.719590 -1.627045 0.636903 -0.337 -0.339 0.258
C -0.758071 -0.706317 0.276083 -1.464 -0.218 1.876
C 0.461576 -2.849507 -0.020953 -0.194 4.023 -1.144
C -1.461055 -1.886950 -2.794798 0.304 0.827 0.451
C -0.900325 0.762474 0.526042 4.026 0.143 -4.686
C 1.513751 -0.492882 -0.607936 3.166 -2.872 3.266
N 0.381930 -1.245369 -0.136268 0.388 -5.550 -0.557
O -1.847275 -2.926298 -3.009912 -1.141 -3.044 -0.837
O -1.082540 -0.839810 -2.547171 0.767 2.258 0.080
S -1.120536 -3.243571 0.401323 0.557 0.973 0.368
H -2.665476 -1.529670 1.204432 0.780 0.423 -0.756
H -1.849105 0.930907 0.815534 -2.878 1.097 1.562
H -0.025408 1.216182 1.053716 -1.130 -0.451 0.091
H -0.801929 1.217233 -0.579900 -0.375 -0.537 2.266
H 2.158355 -0.941949 -1.408034 -1.104 -0.143 0.760
H 1.232069 0.438753 -0.920037 -0.620 2.498 -0.480
H 2.172561 -0.514739 0.397774 -0.746 0.911 -2.519
```
Forces are in eV/Å.

energy above the lowest of the compared OMol25 structures with the same formula, charge and spin = 60.9 kcal per mole
largest force on an atom = 0.1202 Eh/bohr
HOMO-LUMO gap = 9.08 eV
net charge = 0
spin multiplicity = 1
E_LUMO = 0.61 eV
highest occupied orbital energy = -8.4723 eV
M = 157.19 g/mol

Results of the natural (NBO) charge analysis, in e, for atoms 1 through 8: C -0.54; C 0.20; C -0.23; C 1.03; C -0.63; C -0.40; N -0.41; O -0.50

Entry from the OMol25 dataset: a cluster of 2 separate species, ClN2O2 in total (ωB97M-V/def2-TZVPD).

Structure (XYZ):
```
5
Properties=species:S:1:pos:R:3:forces:R:3
N 1.439931 -0.794406 -0.686838 -0.030 -0.658 -0.596
N 1.605089 -0.021636 0.088167 -0.293 -0.039 -0.169
O -1.841513 -0.176858 -0.703630 0.880 -0.226 -0.689
O 1.774857 0.806972 0.904113 0.193 0.680 0.724
Cl -2.978365 0.185929 0.398187 -0.751 0.242 0.730
```
Forces are in eV/Å.

energy above the lowest of the compared OMol25 structures with the same formula, charge and spin = 6.5 kcal per mole
largest force on an atom = 0.0222 Eh/bohr
HOMO-LUMO gap = 6.39 eV
net charge = -1
spin multiplicity = 1
E_LUMO = 4.07 eV
highest occupied orbital energy = -2.3146 eV
M = 95.47 g/mol

natural (NBO) analysis output, partial charges in e: N -0.06; N 0.43; O -0.99; O -0.38; Cl 0.00